1:
Molecular formula: C5H12NO
Method: DFT, ωB97M-V/def2-TZVPD

Values from the calculation:
net charge: -1
SMILES: CC[C@@H](C[O-])NC

Last column: Löwdin charge in e.
Element x y z (Å)
C  -1.52  1.51  -0.89  -0.140
N  -0.37  1.63  0.04  -0.099
C  0.65  -1.78  1.57  -0.156
C  -0.25  -0.71  0.97  -0.268
C  0.42  0.42  0.15  -0.388
C  0.90  -0.17  -1.32  -0.503
O  1.60  0.78  -1.94  -0.346
H  -2.27  2.22  -0.62  0.036
H  -1.93  0.47  -0.83  0.076
H  -1.27  1.82  -1.90  0.068
H  0.29  2.32  -0.39  0.098
H  -0.01  -2.56  1.96  0.063
H  1.42  -1.97  0.77  0.066
H  1.34  -1.46  2.36  0.052
H  -1.00  -1.22  0.38  0.077
H  -0.75  -0.27  1.97  0.127
H  1.42  0.54  0.55  0.117
H  1.43  -1.07  -1.07  0.050
H  -0.07  -0.49  -1.75  0.070



2:
Molecular formula: C5H12NO
Method: DFT, ωB97M-V/def2-TZVPD

Values from the calculation:
net charge: -1

Last column: Löwdin charge in e.
Element x y z (Å)
C  -1.31  -1.23  -0.39  -0.620
O  -1.25  0.06  -0.08  -0.356
C  -2.23  -2.05  0.56  -0.150
H  -0.33  -1.71  -0.30  0.063
H  -1.66  -1.46  -1.45  0.082
H  -2.33  -3.15  0.29  0.063
H  -3.16  -1.52  0.49  0.033
H  -1.93  -1.87  1.58  0.037
N  0.86  2.49  0.99  -0.047
C  1.42  1.06  0.88  -0.313
C  1.37  0.51  -1.57  -0.006
C  2.08  0.77  -0.43  -0.200
H  -0.13  2.32  1.28  0.053
H  0.77  2.84  -0.01  0.059
H  0.48  0.49  0.97  0.069
H  2.14  0.83  1.70  0.088
H  1.75  0.57  -2.60  0.037
H  0.28  0.29  -1.48  0.035
H  3.18  0.75  -0.45  0.071



Which one is most stable, and which one is least stable? 1 is the most stable of them, while 2 is the least stable.



1:
Molecular formula: C5H12NO
Method: DFT, ωB97M-V/def2-TZVPD

Values from the calculation:
net charge: -1
SMILES: CCN(C)CC[O-]

Last column: Löwdin charge in e.
Element x y z (Å)
C  2.21  -1.35  -0.11  -0.103
C  1.43  -0.03  -0.03  -0.316
N  0.03  -0.17  0.12  -0.253
C  -0.73  -0.94  -0.84  -0.103
C  -0.62  1.09  0.46  -0.230
C  -2.17  1.24  0.73  -0.578
O  -2.98  0.66  -0.14  -0.326
H  3.22  -1.10  -0.42  0.056
H  2.26  -1.73  0.92  0.065
H  1.77  -2.09  -0.77  0.043
H  1.65  0.55  -0.96  0.108
H  1.84  0.54  0.81  0.101
H  -1.20  -0.24  -1.54  0.074
H  -0.09  -1.65  -1.38  0.057
H  -1.57  -1.42  -0.34  0.077
H  -0.55  1.75  -0.45  0.103
H  -0.01  1.62  1.21  0.091
H  -2.31  0.92  1.81  0.067
H  -2.19  2.36  0.91  0.067



2:
Molecular formula: C5H12NO
Method: DFT, ωB97M-V/def2-TZVPD

Values from the calculation:
net charge: -1
SMILES: CC[C@@H](C)NC[O-]

Last column: Löwdin charge in e.
Element x y z (Å)
C  -1.04  -0.03  1.69  -0.097
C  -0.14  0.10  0.52  -0.433
C  -0.43  -0.41  -0.98  -0.194
C  -1.81  0.03  -1.61  -0.111
N  1.26  -0.37  0.84  -0.081
C  2.44  0.14  -0.09  -0.575
O  2.45  -0.17  -1.36  -0.291
H  -0.73  0.63  2.49  0.072
H  -1.05  -1.03  1.99  0.048
H  -2.06  0.12  1.40  0.048
H  -0.02  1.21  0.22  0.128
H  0.09  -1.44  -0.93  0.126
H  0.25  0.19  -1.59  0.060
H  -1.82  1.08  -1.91  0.059
H  -2.03  -0.47  -2.48  0.017
H  -2.65  -0.04  -0.92  0.043
H  1.50  -0.37  1.80  0.039
H  3.27  -0.38  0.57  0.070
H  2.53  1.21  0.36  0.071



3:
Molecular formula: C5H12NO
Method: DFT, ωB97M-V/def2-TZVPD

Values from the calculation:
net charge: -1

Last column: Löwdin charge in e.
Element x y z (Å)
C  0.11  -1.59  0.78  -0.547
O  -0.24  -0.68  -0.15  -0.341
C  -0.37  -1.22  2.19  -0.313
N  0.02  -2.17  3.24  -0.040
H  -0.30  -2.62  0.60  0.074
H  1.22  -1.76  0.89  0.078
H  0.01  -0.22  2.44  0.091
H  -1.46  -1.13  2.18  0.088
H  0.65  -1.79  3.93  0.031
H  -0.74  -2.62  3.73  0.030
C  -0.42  0.90  -2.69  -0.141
C  0.30  1.75  -1.69  -0.252
C  0.74  2.98  -1.93  -0.059
H  -1.40  0.63  -2.30  0.067
H  -0.51  1.38  -3.66  0.055
H  0.10  -0.06  -2.77  0.063
H  0.42  1.24  -0.74  0.063
H  1.26  3.54  -1.16  0.024
H  0.59  3.45  -2.90  0.029



Which one is most stable, and which one is least stable? 3 is the most stable of them, while 2 is the least stable.



1:
Molecular formula: H19O10
Method: DFT, ωB97M-V/def2-TZVPD

Values from the calculation:
net charge: -1

Last column: Löwdin charge in e.
Element x y z (Å)
O  0.04  0.42  -0.72  -0.401
H  0.43  -0.07  0.03  0.004
O  -0.16  2.49  0.90  -0.089
H  -0.06  1.71  0.30  -0.016
H  0.72  2.68  1.32  0.078
O  -1.78  1.83  -2.00  -0.099
H  -1.06  1.26  -1.63  -0.024
H  -2.56  1.24  -2.10  0.048
O  -0.39  -1.60  -2.28  -0.059
H  -0.12  -2.32  -1.73  0.006
H  -0.20  -0.84  -1.72  -0.054
O  1.12  -2.03  1.10  -0.060
H  1.83  -2.37  1.69  0.088
H  1.58  -1.48  0.44  -0.001
O  -0.35  0.50  2.61  -0.039
H  -0.31  1.14  1.92  -0.058
H  0.53  0.28  2.86  0.008
O  -2.27  -0.60  0.03  -0.124
H  -2.03  -1.20  0.76  -0.038
H  -1.40  -0.14  -0.18  -0.021
O  -1.45  -2.47  1.73  -0.060
H  -1.47  -2.47  2.70  0.061
H  -0.53  -2.49  1.48  -0.020
O  1.23  2.52  -2.04  -0.053
H  0.83  1.72  -1.65  -0.018
H  0.84  3.18  -1.53  -0.024
O  2.47  -0.60  -0.94  -0.038
H  1.56  -0.37  -0.92  -0.057
H  2.94  0.10  -0.47  0.061



2:
Molecular formula: H19O10
Method: DFT, ωB97M-V/def2-TZVPD

Values from the calculation:
net charge: -1

Last column: Löwdin charge in e.
Element x y z (Å)
O  2.21  -0.28  -2.33  -0.108
H  2.92  -0.65  -1.91  -0.039
H  1.54  -1.12  -2.39  0.125
O  2.63  -2.50  1.99  -0.117
H  1.84  -2.37  1.37  0.043
H  2.88  -1.59  2.16  0.010
O  -0.95  0.77  0.79  -0.126
H  -0.89  0.67  1.83  0.108
H  -0.99  -0.17  0.44  0.018
O  1.17  -1.29  -0.25  -0.142
H  1.72  2.32  -2.03  0.044
H  1.43  -0.59  0.35  0.005
O  1.14  3.07  -2.23  -0.046
H  -3.39  -1.45  1.78  0.025
H  0.25  2.97  -2.46  0.009
O  1.40  1.34  2.15  -0.069
H  0.75  1.47  1.48  -0.046
H  2.01  2.13  2.10  0.068
O  -1.32  -1.87  -0.27  -0.341
H  0.21  -1.60  -0.05  0.003
H  -1.37  -2.78  -0.42  -0.023
O  -2.93  -2.32  1.64  -0.163
H  -2.31  -2.05  0.89  -0.051
H  -1.11  3.74  0.91  0.055
O  -0.42  4.34  0.47  -0.153
H  0.19  3.75  -0.14  0.059
O  -3.25  -1.38  -1.94  -0.069
H  -2.60  -1.57  -1.30  -0.077
H  -2.76  -0.99  -2.64  -0.001



3:
Molecular formula: H19O10
Method: DFT, ωB97M-V/def2-TZVPD

Values from the calculation:
net charge: -1

Last column: Löwdin charge in e.
Element x y z (Å)
O  2.49  -2.86  0.36  -0.035
H  1.58  -2.77  0.39  -0.073
H  -0.66  -1.81  -0.19  0.006
O  -2.50  -0.44  -2.46  -0.095
H  -1.52  -0.49  -2.53  0.029
H  2.25  -0.06  1.25  -0.003
O  1.47  2.08  -1.31  -0.076
H  -2.65  -0.27  -1.52  0.013
H  1.57  1.24  -0.84  -0.028
O  1.52  -0.80  -2.46  0.005
H  -1.04  1.30  1.16  0.096
H  2.80  -1.99  0.22  -0.015
O  -1.10  0.69  2.01  -0.080
H  0.45  -0.92  0.63  -0.013
H  1.75  -0.35  -1.72  -0.077
O  -3.19  1.56  0.64  -0.022
H  -4.04  1.60  1.00  0.003
H  -2.76  2.02  1.36  0.025
O  -0.82  1.61  -2.04  -0.092
H  -1.29  1.89  -1.24  0.024
H  0.87  -2.10  3.21  0.053
O  1.03  -1.27  3.77  -0.148
H  0.49  -0.63  3.11  0.062
H  -0.93  -0.20  1.84  -0.046
O  -0.01  -1.82  0.48  -0.114
H  1.31  2.53  -0.53  0.002
O  1.66  0.13  0.45  -0.411
H  1.36  -0.08  -3.03  0.013
H  -0.07  2.23  -2.02  -0.002



4:
Molecular formula: H19O10
Method: DFT, ωB97M-V/def2-TZVPD

Values from the calculation:
net charge: -1

Last column: Löwdin charge in e.
Element x y z (Å)
O  -1.18  -0.06  0.31  -0.124
H  -2.05  -0.08  -0.19  0.057
H  2.67  0.01  1.08  -0.015
O  2.86  1.16  -2.73  -0.054
H  2.83  1.03  -1.74  0.028
H  -0.86  -0.76  3.39  -0.082
O  2.64  0.44  0.29  -0.027
H  2.58  2.01  -2.97  0.001
H  1.85  0.56  -0.24  -0.003
O  0.51  2.01  1.07  -0.114
H  -1.03  -0.19  -1.92  -0.014
H  -0.80  0.65  -0.21  -0.035
O  -2.09  -0.15  -2.17  -0.168
H  0.77  -2.39  1.37  0.036
H  0.07  1.97  0.09  0.098
O  0.31  -1.91  -1.51  -0.077
H  1.10  -2.36  -1.36  -0.001
H  -0.01  -1.02  -1.67  -0.064
O  -3.62  0.63  1.25  0.016
H  -2.92  1.24  1.02  0.047
H  -3.38  -0.07  1.67  -0.087
O  1.32  -2.84  2.02  -0.010
H  0.84  -2.94  2.77  -0.040
H  -2.01  -0.72  -2.90  -0.014
O  0.14  0.59  -1.64  -0.379
H  0.71  0.72  -2.45  0.015
O  -0.98  0.08  3.22  -0.019
H  1.30  2.53  1.03  0.012
H  -0.83  0.25  2.26  0.018



Which one is most stable, and which one is least stable? 1 is the most stable of them, while 4 is the least stable.



1:
Molecular formula: C5H14
Method: DFT, ωB97M-V/def2-TZVPD

Values from the calculation:
net charge: 0
SMILES: CCC.CC

Last column: Löwdin charge in e.
Element x y z (Å)
C  2.15  -2.91  -0.10  -0.160
C  1.91  -1.47  0.39  -0.164
H  1.25  -3.50  0.05  0.060
H  2.37  -2.84  -1.16  0.061
H  2.97  -3.37  0.44  0.058
H  2.68  -0.78  0.02  0.067
H  1.01  -1.13  -0.10  0.013
H  1.81  -1.38  1.46  0.065
C  -1.96  1.40  -0.44  -0.308
C  -1.17  0.35  0.35  -0.104
C  -1.38  2.81  -0.37  -0.151
H  -1.94  1.20  -1.51  0.094
H  -2.99  1.50  -0.12  0.094
H  -0.59  0.90  1.10  0.072
H  -1.31  3.15  0.68  0.068
H  -0.54  -0.30  -0.23  0.031
H  -1.89  -0.17  0.98  0.072
H  -0.35  2.97  -0.71  0.069
H  -2.04  3.59  -0.73  0.064



2:
Molecular formula: C5H14
Method: DFT, ωB97M-V/def2-TZVPD

Values from the calculation:
net charge: 0
SMILES: CCC.CC

Last column: Löwdin charge in e.
Element x y z (Å)
C  0.39  0.70  1.84  -0.256
C  -0.68  -0.56  2.05  -0.090
C  -0.59  1.75  1.67  -0.204
H  0.86  0.62  0.85  0.078
H  1.17  0.84  2.62  0.107
H  -1.41  -0.53  1.21  0.073
H  -0.40  -1.56  1.82  0.030
H  -0.15  2.77  1.54  0.090
H  -1.24  1.86  2.46  0.042
H  -1.02  -0.61  3.07  0.057
H  -1.13  1.60  0.75  0.069
C  1.09  -0.52  -2.14  -0.181
C  0.01  -1.33  -2.82  -0.171
H  0.56  0.39  -1.78  0.060
H  1.67  -0.91  -1.29  0.066
H  1.78  -0.07  -2.84  0.054
H  -1.04  -1.05  -2.46  0.088
H  -0.04  -1.00  -3.81  0.036
H  0.16  -2.38  -2.75  0.051



Which one is most stable, and which one is least stable? 1 is the most stable of them, while 2 is the least stable.